Entry 1:
36
Properties=species:S:1:pos:R:3 method="wB97M-V/def2-TZVPD" mol_weight_g_mol=535.43 e_lumo_ev="-6.479 / -10.405" charge=+2 e_above_lowest_kcal_mol=76.30 spin_multiplicity=6 e_homo_ev="-12.12 / -16.30" s2=8.771 total_energy_ha=-1071.5621
C -0.3601 -2.6348 -1.7386
C -1.4837 -2.8374 -0.2902
H -1.0588 -2.7896 -2.5756
H 0.3295 -3.4891 -1.5850
H 0.2905 -1.7211 -1.9921
H -1.7001 -2.0535 0.5253
H -2.4392 -3.0552 -0.7909
H -1.0388 -3.7200 0.2075
Ir -0.4986 -1.1591 -0.4672
C 0.9636 -1.8661 0.7825
H 0.5008 -2.5154 1.5396
H 1.4805 -1.0434 1.2870
H 1.6928 -2.4485 0.2007
I -2.4727 -0.0777 -1.8069
N -0.4147 2.1616 -0.3861
C 0.7623 1.6580 -0.9485
C 1.7158 2.6048 -1.3740
C 2.9534 2.1641 -1.8182
C 3.1707 0.7806 -1.8614
C 2.1603 -0.0897 -1.4593
N 0.9612 0.3454 -0.9989
C -0.9603 1.6461 0.7902
C -1.5226 2.5817 1.6894
C -2.0620 2.1163 2.8753
C -2.0036 0.7536 3.1280
C -1.3835 -0.0999 2.2161
N -0.9206 0.3450 1.0191
H -0.5054 3.1580 -0.4720
H 1.4559 3.6538 -1.2874
H 3.7314 2.8625 -2.1224
H 4.0998 0.3544 -2.2076
H 2.2854 -1.1668 -1.4930
H -1.4848 3.6294 1.4110
H -2.5220 2.8106 3.5934
H -2.4330 0.3080 4.0238
H -1.2896 -1.1666 2.3866

=====

Entry 2:
32
Properties=species:S:1:pos:R:3 method="wB97M-V/def2-TZVPD" mol_weight_g_mol=190.29 e_lumo_ev=0.909 e_above_lowest_kcal_mol=11.88 e_homo_ev=-8.12 total_energy_ha=-581.2168
C -0.8694 -4.1292 0.8029
C -0.4805 -3.1686 1.4017
C -0.0170 -2.3308 2.4743
C 0.9697 -1.4460 2.3983
C 1.6310 -1.1297 1.0561
C 1.3065 0.3226 0.3937
C 1.4488 1.4923 1.3908
C 2.3359 0.4877 -0.7060
C -0.0959 0.3896 -0.2030
C -1.3755 0.1891 0.1937
C -2.3063 0.6685 -0.7856
C -1.3668 0.9758 -1.9801
C -1.8247 2.1399 -2.8214
O -0.0618 1.1806 -1.3684
H -1.3493 -4.7415 0.0291
H -0.4229 -2.7638 3.3868
H 1.1365 -0.8821 3.2287
H 2.7748 -1.1788 1.0707
H 1.3131 -1.9268 0.3846
H 1.2111 1.2478 2.3682
H 0.9962 2.4275 1.0303
H 2.5114 1.6600 1.4326
H 1.8992 1.3260 -1.2446
H 2.1518 -0.3092 -1.4206
H 3.3850 0.7507 -0.5554
H -1.6070 -0.3080 1.1408
H -2.7610 1.6215 -0.5203
H -3.2143 -0.0261 -0.9643
H -1.3303 0.0870 -2.5889
H -1.0756 2.8931 -3.1636
H -2.5560 2.7757 -2.1183
H -2.3567 1.7051 -3.7429

=====

Entry 3:
36
Properties=species:S:1:pos:R:3 method="wB97M-V/def2-TZVPD" mol_weight_g_mol=468.86 e_lumo_ev="-4.056 / -4.055" charge=+1 e_above_lowest_kcal_mol=4.26 e_homo_ev="-10.64 / -10.64" total_energy_ha=-1433.1083
Rh -0.1145 -0.4367 0.3700
C -1.3236 1.0182 1.3049
C -0.1338 0.7905 2.0678
C -0.1786 -0.5653 2.5416
C -1.3488 -1.1805 2.0701
C -2.0373 -0.2140 1.2691
H -1.6082 1.9384 0.8202
H 0.6273 1.5151 2.3020
H 0.5962 -1.0370 3.1256
H -1.6463 -2.2038 2.2294
H -2.9564 -0.3863 0.7311
C -1.6962 -1.7005 -2.1420
O -0.7064 -2.0125 -1.1491
C 0.4179 -2.6936 -1.7025
C 1.3433 -2.9963 -0.5624
O 1.6715 -1.7378 0.0342
C 2.6341 -1.8549 1.0878
H -2.0215 -2.6224 -2.6248
H -1.2879 -1.0064 -2.8775
H -2.5333 -1.2384 -1.6278
H 0.9122 -2.0499 -2.4379
H 0.0878 -3.6108 -2.1950
H 2.2558 -3.4724 -0.9271
H 0.8662 -3.6424 0.1815
H 3.5452 -2.3061 0.6948
H 2.2387 -2.4705 1.8991
H 2.8492 -0.8487 1.4364
Te 0.9586 1.0435 -1.4573
C 0.2442 2.9574 -1.0400
C 0.4560 3.7502 0.0542
C -0.1639 5.0247 -0.0555
C -0.8276 5.1784 -1.2340
S -0.7215 3.7757 -2.1977
H 1.0707 3.4569 0.8944
H -0.1018 5.7946 0.6995
H -1.3673 6.0438 -1.5832

=====

Entry 4:
32
Properties=species:S:1:pos:R:3 method="wB97M-V/def2-TZVPD" mol_weight_g_mol=202.37 e_lumo_ev="0.847 / -1.846" e_above_lowest_kcal_mol=14.63 spin_multiplicity=3 e_homo_ev="-5.85 / -8.39" s2=2.009 total_energy_ha=-795.4520
C 0.0284 3.2042 -0.8258
C 0.9806 2.8478 0.1007
C 2.9754 -1.2210 1.3554
C 2.0742 -0.1547 1.6953
C 3.0286 -1.4242 0.0828
C -0.9336 2.2206 -1.0327
C 0.6469 1.4277 0.5563
C 1.6296 0.3909 0.5486
C 2.1520 -0.3880 -0.5364
C -0.6746 1.1436 -0.1637
C -0.4995 -1.8548 0.6550
C -1.9709 -0.8939 -1.9528
C -3.4019 -0.5555 0.7917
Si -1.6168 -0.4166 -0.0166
H 0.0738 4.0339 -1.4518
H 1.8965 3.3169 0.1868
H 3.4857 -1.8438 2.0586
H 1.9097 0.1917 2.6916
H 3.4807 -2.2945 -0.2914
H -1.8953 2.3755 -1.6191
H 0.4134 1.5401 1.5752
H 2.6678 0.0903 -1.4465
H 1.2553 -0.7172 -1.1642
H 0.0118 -2.3398 -0.1720
H 0.3365 -1.5559 1.3155
H -1.1027 -2.6466 1.1093
H -1.0188 -0.7889 -2.5379
H -2.4413 -1.8778 -2.0893
H -2.4777 0.0150 -2.3692
H -3.7586 -1.5847 0.6533
H -3.1998 -0.4511 1.8430
H -4.0554 0.2106 0.4501